The following is a quantum chemistry calculation of a cluster of 2 separate species, H4OS2 in total at a distorted geometry, from the Open Molecules 2025 dataset.

```
7
Properties=species:S:1:pos:R:3:forces:R:3
S -1.0487 2.4010 -0.3622 -0.1 0.0 0.1
S -0.8847 2.4154 1.7262 -0.2 0.1 -0.5
H -2.2285 1.7489 -0.4121 0.1 0.3 0.0
H -1.0364 1.0976 1.7560 0.2 -0.4 0.5
O 3.3872 -8.0688 -2.4070 0.2 -0.6 0.7
H 3.1866 -7.3613 -2.9951 -0.2 0.8 -0.9
H 3.1012 -7.7256 -1.5575 0.0 -0.1 0.2
```
Positions in Å, forces in eV/Å.

Results
Frontier orbital gap in eV: 9.32
E in eV: -23782.469
HOMO level in Eh: -0.33486
SMILES: SS.O